ORCA calculation (ωB97M-V with the def2-TZVPD basis set) on 2 unconnected molecules or ions with the total composition CH5O2PS at a distorted geometry.

XYZ file:
```
10
Properties=species:S:1:pos:R:3:nbo_charge:R:1
S -0.32 -1.75 2.05 -0.684
P -0.55 1.32 0.52 1.508
O 0.10 0.61 -0.81 -0.808
O 0.76 2.19 0.83 -0.996
C -0.43 -0.59 -1.27 -0.269
H -0.50 -1.43 -0.63 0.233
H 1.48 2.17 0.21 0.529
H 0.67 -1.15 2.76 0.115
H -1.42 -0.35 -1.46 0.172
H 0.21 -1.03 -2.19 0.200
```

Values from the calculation:
* strongest force on any atom: 4.03 eV/A
* LUMO energy (alpha / beta): -1.8 / -1.7 eV
* gap between HOMO and LUMO (alpha / beta): 6.109 / 6.116 eV

***

ORCA calculation (ωB97M-V with the def2-TZVPD basis set) on a molecular structure, CH5O2Tb at a distorted geometry.

XYZ file:
```
9
Properties=species:S:1:pos:R:3:mulliken_charge:R:1
Tb 1.79 2.82 0.09 0.614
O 0.25 1.28 0.49 -1.047
O -0.03 -1.10 1.01 -0.659
C -0.64 -0.32 -0.61 -0.536
H 0.46 0.30 1.21 0.427
H -1.05 -1.29 -0.94 0.311
H 0.14 -0.24 -1.39 0.305
H -1.60 0.22 -0.55 0.279
H 0.68 -1.67 0.71 0.304
```

Values from the calculation:
* spin multiplicity: 7
* strongest force on any atom: 4.28 eV/A
* LUMO energy (alpha / beta): 0.1 / 0.2 eV
* <S²>: 12.651
* gap between HOMO and LUMO (alpha / beta): 8.507 / 5.489 eV

***

ORCA calculation (ωB97M-V with the def2-TZVPD basis set) on 2 unconnected molecules or ions with the total composition CH5O3 at a distorted geometry.

XYZ file:
```
9
Properties=species:S:1:pos:R:3:nbo_charge:R:1
O 0.69 0.02 0.29 -0.642
O -0.52 0.66 2.15 -0.606
O 0.43 -0.13 -2.05 -0.783
C -0.13 -0.21 1.19 0.722
H 1.17 0.48 -2.05 0.543
H 0.28 -0.11 -1.00 0.529
H -0.67 -1.14 1.22 0.140
H -1.00 0.12 2.92 0.535
H -0.24 0.31 -2.67 0.562
```

Values from the calculation:
* strongest force on any atom: 3.06 eV/A
* LUMO energy: -4.1 eV
* gap between HOMO and LUMO: 12.717 eV
* net charge: +1

***

ORCA calculation (ωB97M-V with the def2-TZVPD basis set) on 3 unconnected molecules or ions with the total composition CH5O4 at a distorted geometry.

XYZ file:
```
10
Properties=species:S:1:pos:R:3:nbo_charge:R:1
O -0.04 0.76 -2.01 -0.991
O -0.43 2.11 1.43 -0.732
O 0.54 0.27 0.61 -0.840
O 0.65 -2.23 -0.20 -1.004
C -0.04 0.95 1.51 0.644
H -0.14 -2.35 -0.73 0.444
H -0.20 0.44 2.48 0.015
H 0.60 -1.29 0.10 0.513
H 0.05 0.76 -1.03 0.509
H -0.99 0.58 -2.17 0.442
```

Values from the calculation:
* strongest force on any atom: 1.31 eV/A
* LUMO energy: 4.1 eV
* gap between HOMO and LUMO: 9.118 eV
* net charge: -1

***

ORCA calculation (ωB97M-V with the def2-TZVPD basis set) on 2 unconnected molecules or ions with the total composition CH5O4P at a distorted geometry.

XYZ file:
```
11
Properties=species:S:1:pos:R:3:nbo_charge:R:1
P -1.56 -0.02 -0.73 1.597
O 0.62 -0.09 0.24 -0.364
O -2.23 0.74 0.54 -1.026
O 0.90 -1.46 0.58 -0.434
O -1.63 -1.43 -0.46 -1.129
C 1.55 0.83 -0.31 -0.237
H -2.75 0.15 1.17 0.511
H 2.33 0.96 0.32 0.183
H 0.99 1.80 -0.51 0.208
H -0.07 -1.88 0.38 0.509
H 1.85 0.40 -1.21 0.181
```

Values from the calculation:
* strongest force on any atom: 3.49 eV/A
* LUMO energy: 0.5 eV
* gap between HOMO and LUMO: 10.457 eV
* structure (SMILES): O=PO.COO

***

ORCA calculation (ωB97M-V with the def2-TZVPD basis set) on 2 unconnected molecules or ions with the total composition CH5O4P2 at a distorted geometry.

XYZ file:
```
12
Properties=species:S:1:pos:R:3:nbo_charge:R:1
P 0.71 0.46 0.15 1.012
P -1.48 -0.05 -0.46 1.685
O 1.35 -0.87 0.33 -1.149
O -0.40 -1.07 2.86 -0.986
O -2.39 1.09 -0.34 -1.097
O -2.01 -1.39 -0.19 -1.093
C 1.25 1.09 -1.54 -1.008
H 0.36 1.33 -2.08 0.229
H -1.29 -1.43 2.74 0.467
H 0.07 -1.17 1.95 0.506
H 2.10 1.74 -1.47 0.213
H 1.73 0.29 -1.97 0.221
```

Values from the calculation:
* strongest force on any atom: 2.74 eV/A
* LUMO energy (alpha / beta): 3.5 / 3.5 eV
* gap between HOMO and LUMO (alpha / beta): 7.688 / 7.688 eV
* net charge: -1

***

ORCA calculation (ωB97M-V with the def2-TZVPD basis set) on CH5OP in the gas phase at a distorted geometry.

XYZ file:
```
8
Properties=species:S:1:pos:R:3:nbo_charge:R:1
P 1.11 0.36 0.03 1.507
O 2.43 -0.45 -0.22 -1.059
C -0.37 -0.59 -0.02 -0.981
H -0.59 -1.29 0.70 0.250
H 0.64 1.36 -1.00 -0.109
H -1.07 0.23 0.10 0.235
H -0.28 -1.04 -0.93 0.255
H 1.27 1.16 1.04 -0.097
```

Values from the calculation:
* strongest force on any atom: 6.28 eV/A
* LUMO energy: 0.9 eV
* gap between HOMO and LUMO: 10.897 eV
* structure (SMILES): C[PH2]=O

***

ORCA calculation (ωB97M-V with the def2-TZVPD basis set) on CH5OPS in the gas phase at a distorted geometry.

XYZ file:
```
9
Properties=species:S:1:pos:R:3:nbo_charge:R:1
S -0.80 0.82 -0.65 0.027
P 1.61 -0.28 -0.62 1.025
O 2.70 -0.41 -1.60 -1.016
C -1.05 -0.18 0.88 -0.724
H -1.21 -0.30 -1.44 0.156
H -0.77 0.59 1.59 0.221
H -2.14 -0.37 1.13 0.250
H -0.28 -0.87 0.87 0.227
H 1.94 1.00 -0.17 -0.165
```

Values from the calculation:
* strongest force on any atom: 4.02 eV/A
* LUMO energy: 0.2 eV
* gap between HOMO and LUMO: 8.945 eV

***

ORCA calculation (ωB97M-V with the def2-TZVPD basis set) on 2 unconnected molecules or ions with the total composition CH5OPS at a distorted geometry.

XYZ file:
```
9
Properties=species:S:1:pos:R:3:nbo_charge:R:1
S -2.12 0.46 -0.14 -0.447
P -0.41 0.08 0.60 0.731
O 0.73 2.55 0.12 -0.919
C -0.08 -1.60 -0.07 -1.039
H -0.08 -1.93 -1.14 0.256
H 0.98 -1.82 0.19 0.225
H -0.81 -2.22 0.35 0.249
H 0.82 2.95 -0.64 0.461
H -0.06 2.85 0.58 0.482
```

Values from the calculation:
* strongest force on any atom: 7.69 eV/A
* LUMO energy: -0.7 eV
* gap between HOMO and LUMO: 7.703 eV
* structure (SMILES): CP=S.O

***

ORCA calculation (ωB97M-V with the def2-TZVPD basis set) on 2 unconnected molecules or ions with the total composition CH5OPS at a distorted geometry.

XYZ file:
```
9
Properties=species:S:1:pos:R:3:nbo_charge:R:1
S 0.49 -1.00 -1.40 0.268
P -2.37 0.09 -0.18 0.153
O 1.11 -0.83 0.13 -0.642
C 1.44 0.53 0.31 -0.265
H -1.96 -0.78 0.73 -0.059
H 2.31 0.65 1.02 0.191
H -3.46 -0.76 -0.71 -0.020
H 0.57 0.94 0.67 0.179
H 1.87 1.16 -0.57 0.194
```

Values from the calculation:
* strongest force on any atom: 3.83 eV/A
* LUMO energy: -2.4 eV
* gap between HOMO and LUMO: 6.040 eV

***

ORCA calculation (ωB97M-V with the def2-TZVPD basis set) on 2 unconnected molecules or ions with the total composition CH5OPS at a distorted geometry.

XYZ file:
```
9
Properties=species:S:1:pos:R:3:nbo_charge:R:1
S -0.94 -1.47 0.42 0.117
P 2.09 0.88 1.02 1.066
O 1.43 0.15 -0.07 -0.930
C -1.43 -0.57 -1.04 -0.823
H -1.99 0.25 -0.56 0.234
H -0.55 -0.02 -1.46 0.261
H 0.92 1.71 1.52 -0.057
H -1.94 -0.98 -1.89 0.217
H 2.40 0.05 2.04 -0.085
```

Values from the calculation:
* spin multiplicity: 3
* strongest force on any atom: 3.30 eV/A
* LUMO energy (alpha / beta): 0.9 / -2.0 eV
* <S²>: 2.009
* gap between HOMO and LUMO (alpha / beta): 9.690 / 6.466 eV

***

ORCA calculation (ωB97M-V with the def2-TZVPD basis set) on CH5OPS2 in the gas phase at a distorted geometry.

XYZ file:
```
10
Properties=species:S:1:pos:R:3:nbo_charge:R:1
S 1.07 1.46 1.15 -0.294
S -2.16 1.21 -0.04 -0.518
P -0.38 0.50 -0.07 1.388
O 0.28 0.49 -1.54 -0.973
C -0.17 -1.26 0.44 -1.000
H 1.15 0.08 -1.46 0.496
H 0.80 2.41 0.28 0.149
H -0.80 -1.56 1.31 0.268
H 0.84 -1.54 0.46 0.233
H -0.62 -1.79 -0.52 0.251
```

Values from the calculation:
* strongest force on any atom: 4.02 eV/A
* LUMO energy: 0.4 eV
* gap between HOMO and LUMO: 9.444 eV
* structure (SMILES): C[P@@](O)(=S)S

***

ORCA calculation (ωB97M-V with the def2-TZVPD basis set) on 2 unconnected molecules or ions with the total composition CH5OS at a distorted geometry.

XYZ file:
```
8
Properties=species:S:1:pos:R:3:nbo_charge:R:1
S 1.89 1.75 0.41 -0.974
O -0.84 0.26 0.81 -0.829
C -0.98 -0.63 -0.35 -0.256
H 0.07 0.83 0.74 0.499
H -1.05 -1.69 -0.04 0.135
H -1.82 -0.44 -0.98 0.148
H -0.05 -0.77 -0.86 0.178
H 2.79 0.68 0.27 0.098
```

Values from the calculation:
* strongest force on any atom: 3.12 eV/A
* LUMO energy: 4.3 eV
* gap between HOMO and LUMO: 7.325 eV
* net charge: -1

***

ORCA calculation (ωB97M-V with the def2-TZVPD basis set) on 2 unconnected molecules or ions with the total composition CH5OS at a distorted geometry.

XYZ file:
```
8
Properties=species:S:1:pos:R:3:nbo_charge:R:1
S 0.84 0.27 -0.62 -0.696
O -1.83 0.98 1.14 -1.045
C 0.46 -1.49 -0.11 -0.755
H -1.08 0.60 0.45 0.509
H 0.55 -1.99 -1.14 0.184
H -1.67 1.90 1.33 0.454
H 1.23 -1.95 0.55 0.174
H -0.60 -1.79 0.25 0.176
```

Values from the calculation:
* strongest force on any atom: 2.98 eV/A
* LUMO energy: 4.4 eV
* gap between HOMO and LUMO: 6.887 eV
* net charge: -1

***

ORCA calculation (ωB97M-V with the def2-TZVPD basis set) on 2 unconnected molecules or ions with the total composition CH5OS at a distorted geometry.

XYZ file:
```
8
Properties=species:S:1:pos:R:3:nbo_charge:R:1
S 0.30 2.18 1.05 -1.022
O -0.97 0.04 -0.90 -0.793
C -0.28 -1.03 -0.16 -0.252
H -0.55 0.94 -0.72 0.514
H 1.57 2.27 0.75 0.082
H 0.75 -1.18 -0.49 0.150
H -0.70 -2.08 -0.46 0.138
H -0.13 -1.14 0.93 0.183
```

Values from the calculation:
* strongest force on any atom: 2.60 eV/A
* LUMO energy: 4.3 eV
* gap between HOMO and LUMO: 7.113 eV
* net charge: -1

***

ORCA calculation (ωB97M-V with the def2-TZVPD basis set) on 2 unconnected molecules or ions with the total composition CH5PS at a distorted geometry.

XYZ file:
```
8
Properties=species:S:1:pos:R:3:nbo_charge:R:1
S 1.23 2.56 2.51 -0.356
P 0.76 1.34 0.84 0.317
C -0.72 -0.42 -0.58 -0.533
H -1.24 -0.98 0.11 0.180
H 2.02 0.56 0.55 0.003
H 0.32 -0.70 -0.86 0.191
H -1.32 0.21 -1.36 0.203
H 1.06 2.14 -0.32 -0.005
```

Values from the calculation:
* strongest force on any atom: 3.94 eV/A
* LUMO energy (alpha / beta): -0.8 / -2.0 eV
* gap between HOMO and LUMO (alpha / beta): 8.282 / 6.444 eV

***

ORCA calculation (ωB97M-V with the def2-TZVPD basis set) on CH5PS2 in the gas phase at a distorted geometry.

XYZ file:
```
9
Properties=species:S:1:pos:R:3:nbo_charge:R:1
S -0.20 1.23 -0.19 0.081
S -0.68 -1.26 0.07 -0.221
P -0.82 -2.01 -1.85 0.239
C 0.64 1.18 1.43 -0.737
H 1.09 2.19 1.63 0.239
H -1.53 -1.06 -2.49 -0.022
H 0.44 -1.54 -2.22 -0.014
H -0.09 0.95 2.20 0.214
H 1.15 0.31 1.42 0.221
```

Values from the calculation:
* strongest force on any atom: 4.18 eV/A
* LUMO energy: -1.4 eV
* gap between HOMO and LUMO: 7.469 eV
* structure (SMILES): CSSP

***

ORCA calculation (ωB97M-V with the def2-TZVPD basis set) on 2 unconnected molecules or ions with the total composition CH5PS2 at a distorted geometry.

XYZ file:
```
9
Properties=species:S:1:pos:R:3:nbo_charge:R:1
S 0.65 2.18 -0.11 -0.232
S -3.12 -0.58 -0.05 -0.313
P -0.22 0.75 1.08 0.578
C 0.55 -0.76 0.34 -0.994
H -0.27 -1.42 0.53 0.243
H -2.33 -1.58 -0.33 0.079
H 0.01 3.11 0.56 0.144
H 0.62 -0.71 -0.72 0.242
H 1.38 -1.19 0.96 0.252
```

Values from the calculation:
* strongest force on any atom: 2.10 eV/A
* LUMO energy (alpha / beta): -2.0 / -1.2 eV
* gap between HOMO and LUMO (alpha / beta): 5.830 / 7.969 eV

***

ORCA calculation (ωB97M-V with the def2-TZVPD basis set) on CH5PS2 in the gas phase at a distorted geometry.

XYZ file:
```
9
Properties=species:S:1:pos:R:3:nbo_charge:R:1
S 1.84 -1.15 0.57 -0.425
S -0.29 -1.22 -0.75 0.330
P 2.93 0.35 -0.29 0.238
C -1.41 -0.58 0.49 -0.809
H -1.59 -1.28 1.31 0.258
H -2.22 -0.40 -0.20 0.235
H 1.90 1.31 -0.39 -0.046
H 2.85 -0.10 -1.55 -0.043
H -0.81 0.40 0.71 0.262
```

Values from the calculation:
* spin multiplicity: 3
* strongest force on any atom: 2.54 eV/A
* LUMO energy (alpha / beta): 0.7 / -2.6 eV
* <S²>: 2.008
* gap between HOMO and LUMO (alpha / beta): 7.655 / 6.069 eV

***

ORCA calculation (ωB97M-V with the def2-TZVPD basis set) on a molecular structure, CH6FN2OP at a distorted geometry.

XYZ file:
```
12
Properties=species:S:1:pos:R:3:nbo_charge:R:1
P 0.52 -0.78 0.78 1.502
F 0.27 -2.46 0.41 -0.625
O 1.56 1.58 -0.31 -1.214
N -1.15 -0.49 1.34 -1.196
N 0.23 -0.42 -0.89 -0.816
C -0.29 0.75 -0.96 0.259
H 2.37 1.60 -0.17 0.427
H -0.62 1.07 -1.91 0.194
H 1.01 -0.43 -1.49 0.447
H -1.96 -0.92 0.98 0.393
H -0.68 1.20 -0.11 0.229
H -1.27 -0.72 2.34 0.399
```

Values from the calculation:
* strongest force on any atom: 12.89 eV/A
* LUMO energy: -0.2 eV
* gap between HOMO and LUMO: 8.328 eV